Entry 1:
ORCA calculation (ωB97M-V/def2-TZVPD) on a molecular structure, C34H48NP2RuTe in a non-equilibrium geometry.

Calculated values
Net charge: +3
Energy above the lowest of the compared OMol25 structures with the same formula, charge and spin in kJ/mol: 0.0

Each line ends with the Mulliken charge.
Geometry (Å):
Ru -0.326 -0.148 0.003  -1.264
C -4.454 -1.396 0.962  -1.450
C -4.156 0.096 0.800  0.785
C -4.065 0.805 2.157  -1.474
P -2.637 0.379 -0.164  0.873
C -2.758 -0.266 -1.857  0.222
C -1.328 -0.002 -2.366  -1.084
C -3.853 0.238 -2.789  -1.634
C -2.481 2.167 -0.419  0.047
C -3.531 2.992 -0.767  -0.242
C -3.332 4.337 -1.119  0.345
C -4.484 5.233 -1.484  -1.632
C -2.016 4.818 -1.159  -1.169
C -0.954 4.031 -0.785  -0.415
C -1.179 2.704 -0.356  -0.386
N -0.158 1.889 0.101  0.982
C 0.988 2.467 0.627  0.169
C 0.971 3.741 1.229  -0.508
C 2.142 4.293 1.701  -1.102
C 3.360 3.615 1.598  0.033
C 4.641 4.221 2.110  -1.633
C 3.349 2.320 1.054  -0.507
C 2.189 1.728 0.595  -0.221
P 2.037 -0.007 0.086  1.003
C 3.180 -0.412 -1.274  0.918
C 2.553 0.002 -2.613  -1.273
C 4.591 0.173 -1.151  -1.542
C 2.358 -0.946 1.610  0.567
C 3.713 -0.860 2.310  -1.570
C 1.188 -0.554 2.524  -1.198
H -5.433 -1.514 1.428  0.476
H -3.724 -1.871 1.617  0.316
H -4.476 -1.937 0.016  0.374
H -4.957 0.549 0.209  0.560
H -3.297 0.342 2.783  0.299
H -5.017 0.709 2.684  0.472
H -3.843 1.869 2.071  0.321
H -2.881 -1.342 -1.718  0.616
H -1.128 1.060 -2.504  0.321
H -1.117 -0.514 -3.308  0.566
H -0.510 -0.404 -1.676  0.454
H -3.743 1.305 -2.992  0.348
H -4.849 0.060 -2.378  0.407
H -3.801 -0.282 -3.750  0.458
H -4.543 2.601 -0.782  0.367
H -5.431 4.698 -1.506  0.372
H -4.323 5.693 -2.461  0.416
H -4.568 6.047 -0.761  0.394
H -1.830 5.830 -1.505  0.492
H 0.057 4.415 -0.863  0.807
H 0.034 4.265 1.370  0.743
H 2.114 5.268 2.176  0.498
H 4.607 5.309 2.090  0.440
H 5.500 3.886 1.528  0.408
H 4.811 3.921 3.148  0.349
H 4.288 1.781 1.005  0.647
H 3.241 -1.505 -1.236  0.500
H 2.465 1.090 -2.681  0.323
H 1.568 -0.432 -2.771  0.127
H 3.194 -0.323 -3.435  0.538
H 4.574 1.257 -1.276  0.389
H 5.211 -0.234 -1.951  0.475
H 5.082 -0.065 -0.207  0.287
H 2.198 -1.972 1.281  -0.113
H 3.917 0.150 2.672  0.300
H 4.531 -1.174 1.663  0.379
H 3.721 -1.516 3.186  0.458
H 1.319 0.444 2.945  0.442
H 1.065 -1.258 3.349  0.512
H 0.202 -0.542 1.998  0.089
C 0.154 -3.897 -1.389  -0.993
Te -0.873 -2.744 0.113  0.253
C 0.380 -3.929 1.405  -0.761
C 0.586 -5.214 0.700  0.547
C 0.891 -6.393 1.368  -0.851
C 1.100 -7.532 0.627  -0.613
C 0.987 -7.515 -0.820  -0.613
C 0.666 -6.360 -1.491  -0.839
C 0.471 -5.197 -0.756  0.706
H 1.070 -3.377 -1.683  0.360
H -0.477 -4.010 -2.268  0.642
H -0.109 -4.060 2.368  0.720
H 1.336 -3.426 1.569  0.375
H 0.965 -6.415 2.449  0.480
H 1.349 -8.463 1.123  0.430
H 1.154 -8.434 -1.370  0.425
H 0.571 -6.356 -2.572  0.467

***

Entry 2:
ORCA calculation (ωB97M-V/def2-TZVPD) on 6 unconnected molecules or ions with the total composition C30H49IN6O4.

Calculated values
SMILES string: O=C(O)CCC[C@H]1C[C@H](CC(=O)I)NC1=O.CCCC#N.CCCC#N.CCCC#N.CCCC#N.CCCC#N
E in eV: -57136.1130
Net charge: 0

Each line ends with the Mulliken charge.
Geometry (Å):
O 3.290 -0.972 -3.857  -0.559
C 3.313 -0.845 -2.665  0.357
O 3.457 -1.908 -1.826  -0.396
C 3.144 0.466 -1.945  -0.442
C 1.670 0.853 -1.792  -0.321
C 0.831 -0.242 -1.130  -1.387
C -0.475 0.304 -0.537  1.403
C -1.536 0.616 -1.603  -0.523
C -2.507 -0.608 -1.561  0.066
C -3.834 -0.182 -0.918  -0.244
C -4.926 -1.223 -0.953  -0.193
O -5.863 -1.181 -1.679  -0.469
I -4.795 -2.895 0.410  -0.020
N -1.861 -1.638 -0.716  -0.149
C -1.127 -0.833 0.228  -0.884
O -1.108 -1.004 1.411  -0.534
H 4.059 -2.542 -2.239  0.336
H 3.687 1.224 -2.510  0.139
H 3.598 0.388 -0.957  0.406
H 1.608 1.785 -1.228  0.477
H 1.252 1.058 -2.783  0.065
H 1.412 -0.701 -0.321  0.372
H 0.637 -1.030 -1.865  0.256
H -0.256 1.171 0.086  0.852
H -1.110 0.752 -2.598  -0.575
H -2.107 1.500 -1.321  0.467
H -2.703 -1.006 -2.554  0.481
H -3.664 0.179 0.097  -0.010
H -4.236 0.652 -1.498  0.505
H -1.230 -2.202 -1.276  0.340
C -1.206 3.077 4.370  -1.220
C -2.605 2.500 4.531  -0.616
C -2.921 1.430 3.480  0.016
C -2.858 1.974 2.126  0.236
N -2.779 2.418 1.070  -0.484
H -1.091 3.586 3.411  0.396
H -0.998 3.801 5.158  0.358
H -0.454 2.288 4.434  0.267
H -3.347 3.300 4.472  0.375
H -2.696 2.040 5.513  0.398
H -3.918 1.013 3.631  0.423
H -2.205 0.608 3.543  -0.095
C -2.670 -3.229 5.441  -1.263
C -1.211 -3.026 5.049  -0.054
C -0.408 -2.256 6.107  -0.369
C -0.982 -0.929 6.329  0.215
N -1.477 0.092 6.508  -0.445
H -3.182 -2.272 5.547  0.306
H -3.195 -3.800 4.676  0.341
H -2.762 -3.767 6.387  0.361
H -1.163 -2.489 4.099  0.087
H -0.726 -3.991 4.896  0.272
H 0.629 -2.137 5.799  0.220
H -0.402 -2.791 7.057  0.343
C 3.089 -4.815 3.142  -0.931
C 4.300 -4.873 4.065  -0.391
C 3.963 -5.427 5.455  -0.501
C 2.968 -4.600 6.138  0.281
N 2.168 -3.951 6.641  -0.404
H 2.322 -4.146 3.536  0.192
H 3.372 -4.446 2.157  0.284
H 2.642 -5.803 3.015  0.306
H 4.731 -3.876 4.174  0.293
H 5.071 -5.508 3.627  0.302
H 4.854 -5.472 6.082  0.294
H 3.561 -6.439 5.376  0.273
C -3.434 2.479 -5.688  -1.350
C -1.958 2.393 -5.324  -0.022
C -1.290 1.112 -5.843  -0.480
C -1.916 -0.085 -5.283  0.309
N -2.412 -1.000 -4.799  -0.530
H -4.001 1.661 -5.240  0.347
H -3.864 3.414 -5.331  0.375
H -3.576 2.435 -6.770  0.344
H -1.839 2.443 -4.240  0.070
H -1.420 3.246 -5.741  0.332
H -0.232 1.093 -5.576  0.216
H -1.359 1.055 -6.931  0.434
C 2.723 4.599 -6.239  -1.116
C 3.971 4.706 -5.372  -0.610
C 3.948 3.741 -4.181  -0.285
C 2.815 4.002 -3.291  0.315
N 1.920 4.221 -2.608  -0.519
H 1.828 4.863 -5.674  0.331
H 2.788 5.273 -7.092  0.362
H 2.597 3.584 -6.621  0.284
H 4.081 5.727 -5.003  0.332
H 4.857 4.484 -5.968  0.319
H 4.863 3.828 -3.593  0.386
H 3.874 2.708 -4.531  0.277

***

> What is the net charge in the first record?

+3

***

> net charge of number 1 (C34H48NP2RuTe)?

+3

***

> The lowest net charge belongs to which entry?

C30H49IN6O4